# 1
# C6H9N

An isolated molecule of C6H9N at a distorted geometry (ωB97M-V/def2-TZVPD, the OMol25 dataset).

Geometry as ORCA input:
```
! wB97M-V def2-TZVPD RIJCOSX def2/J DEFGRID3
* xyz 0 1
C 1.116 -0.698 0.947
C 0.951 0.130 -0.310
C -0.369 0.064 -1.010
C -1.417 -0.982 -0.691
C 0.019 1.328 -0.250
C -0.259 1.783 1.091
N -0.228 2.203 2.170
H 0.168 -0.811 1.483
H 1.468 -1.700 0.684
H 1.822 -0.242 1.647
H 1.859 0.294 -0.882
H -0.314 0.269 -2.079
H -2.339 -0.780 -1.243
H -1.052 -1.964 -1.018
H -1.664 -1.054 0.371
H 0.240 2.163 -0.909
*
```

## Properties
HOMO: -0.3786 Ha
LUMO energy: 0.847 eV

---

# 2
# C6H9N

An isolated molecule of C6H9N (ωB97M-V/def2-TZVPD, the OMol25 dataset).

Geometry as ORCA input:
```
! wB97M-V def2-TZVPD RIJCOSX def2/J DEFGRID3
* xyz 0 1
C 1.606 -0.699 0.881
C 0.433 -0.153 0.116
C 0.544 0.802 -1.041
C -0.316 1.167 0.126
C -1.663 0.386 0.141
N -1.844 -0.596 -0.912
C -0.935 -0.902 0.164
H 1.339 -0.930 1.919
H 2.455 -0.007 0.894
H 1.949 -1.634 0.418
H 1.496 1.328 -1.065
H 0.131 0.639 -2.035
H -0.162 2.070 0.709
H -2.537 0.700 0.700
H -1.393 -0.390 -1.797
H -1.101 -1.781 0.780
*
```

## Properties
HOMO: -0.3151 Ha
LUMO energy: 1.088 eV

---

# 3
# C6H9N

A cluster of 2 separate species, C6H9N in total (ωB97M-V/def2-TZVPD, the OMol25 dataset).

Geometry as ORCA input:
```
! wB97M-V def2-TZVPD RIJCOSX def2/J DEFGRID3
* xyz 0 1
C 1.640 0.845 1.620
C 1.065 -0.089 0.638
C 1.118 -0.967 -0.248
C 0.561 -1.796 -1.174
C -1.264 -0.315 -0.128
C -1.233 0.833 -1.023
N -2.433 0.355 -0.314
H 1.332 1.876 1.410
H 2.736 0.815 1.609
H 1.307 0.607 2.637
H 0.447 -2.858 -0.962
H 0.584 -1.525 -2.227
H -0.968 -1.123 0.502
H -1.273 0.722 -2.105
H -0.743 1.733 -0.661
H -2.876 0.886 0.428
*
```

## Properties
HOMO (alpha / beta): -0.2629 / -0.2625 Ha
LUMO energy (alpha / beta): 0.571 / 0.547 eV

---

# 4
# C6H9N

An isolated molecule of C6H9N (ωB97M-V/def2-TZVPD, the OMol25 dataset).

Geometry as ORCA input:
```
! wB97M-V def2-TZVPD RIJCOSX def2/J DEFGRID3
* xyz 0 1
C 2.342 -0.257 0.363
C 0.945 -0.137 -0.162
C 0.178 -1.084 -0.821
C -1.049 -0.545 -1.302
C -2.108 0.051 0.461
C -1.097 0.740 -0.576
N 0.240 1.009 -0.056
H 2.397 0.011 1.424
H 2.703 -1.282 0.248
H 3.022 0.406 -0.184
H 0.493 -2.111 -0.965
H -1.776 0.336 1.456
H -2.176 -1.045 0.432
H -3.108 0.416 0.234
H -1.563 1.647 -0.968
H 0.557 1.843 0.416
*
```

## Properties
HOMO: -0.2804 Ha
LUMO energy: 0.761 eV

---

# 5
# C6H9N

An isolated molecule of C6H9N at a distorted geometry (ωB97M-V/def2-TZVPD, the OMol25 dataset).

Geometry as ORCA input:
```
! wB97M-V def2-TZVPD RIJCOSX def2/J DEFGRID3
* xyz 0 1
C 0.876 -1.117 0.542
C 1.354 0.288 0.832
C 0.620 1.407 0.520
C -0.522 1.017 -0.474
C -1.468 -0.023 0.353
C -0.506 -1.096 -0.256
H 0.631 -1.525 1.711
H 1.532 -1.739 -0.047
H 2.404 0.399 1.232
H 1.065 2.309 0.752
H -1.093 1.789 -1.091
H -1.594 0.143 1.406
H -2.351 -0.324 -0.106
H -0.915 -2.086 -0.302
H -0.752 -0.293 -2.232
N -0.150 -0.218 -1.489
*
```

## Properties
HOMO: -0.3210 Ha
LUMO energy: 1.077 eV

---

# 6
# C6H9N

An isolated molecule of C6H9N (ωB97M-V/def2-TZVPD, the OMol25 dataset).

Geometry as ORCA input:
```
! wB97M-V def2-TZVPD RIJCOSX def2/J DEFGRID3
* xyz 0 1
C -1.344 2.844 0.173
C -0.319 1.881 -0.220
C 0.475 1.010 -0.472
C 1.283 -0.206 -0.624
C 0.940 -1.147 0.518
C -0.404 -1.755 0.607
N 0.749 -2.550 0.180
H -1.982 3.098 -0.679
H -0.896 3.760 0.571
H -1.969 2.394 0.954
H 2.360 0.013 -0.634
H 1.050 -0.712 -1.569
H 1.419 -0.909 1.468
H -1.142 -1.547 -0.165
H -0.818 -1.919 1.600
H 1.067 -3.151 0.933
*
```

## Properties
HOMO: -0.3452 Ha
LUMO energy: 1.021 eV

---

# 7
# C6H9N

A cluster of 2 separate species, C6H9N in total (ωB97M-V/def2-TZVPD, the OMol25 dataset).

Geometry as ORCA input:
```
! wB97M-V def2-TZVPD RIJCOSX def2/J DEFGRID3
* xyz 0 1
C -2.444 -0.953 -1.841
C -1.293 -0.421 -1.500
C -0.280 0.199 -1.044
C 0.502 0.963 -0.301
N 0.999 0.609 0.956
C 2.424 0.373 1.099
C 1.441 -0.742 1.200
H -3.057 -0.515 -2.623
H -2.633 0.691 0.462
H -2.833 -1.826 -1.324
H 0.772 1.970 -0.612
H -2.073 1.040 0.805
H 2.886 0.784 1.992
H 3.025 0.423 0.193
H 1.380 -1.439 0.366
H 1.184 -1.155 2.171
*
```

## Properties
HOMO: -0.3005 Ha
LUMO energy: 0.651 eV

---

# 8
# C6H9N

An isolated molecule of C6H9N at a distorted geometry (ωB97M-V/def2-TZVPD, the OMol25 dataset).

Geometry as ORCA input:
```
! wB97M-V def2-TZVPD RIJCOSX def2/J DEFGRID3
* xyz 0 1
C -0.049 -1.963 0.431
C -0.230 -0.563 -0.044
C 0.312 0.681 0.195
C 1.441 1.020 1.130
C -0.395 1.586 -0.662
C -1.300 0.863 -1.400
N -1.197 -0.445 -1.001
H 0.916 -2.130 0.910
H -0.148 -2.620 -0.460
H -0.857 -2.274 1.107
H 1.953 1.939 0.817
H 2.193 0.222 1.140
H 1.102 1.170 2.162
H -0.241 2.657 -0.732
H -1.995 1.171 -2.166
H -1.506 -1.315 -1.427
*
```

## Properties
HOMO: -0.2866 Ha
LUMO energy: 1.036 eV

---

Across the entries above, energy above the lowest of the compared OMol25 structures with the same formula, charge and spin takes the values 30.1 80.4 161.1 77.3 85.4 66.8 118.9 6.5 kcal/mol, respectively.